13
Properties=species:S:1:pos:R:3:forces:R:3:nbo_charge:R:1 method="wB97M-V/def2-TZVPD" e_homo_ev=-8.3889 largest_force_ha_per_bohr=0.0221 charge=0 lumo_energy_ev=0.6 energy_ev=-7795.6567
C -0.819 -0.019 -0.538 -0.055 -0.008 0.050 -0.459
C 0.508 0.522 -1.143 -0.016 -0.137 -0.079 -0.074
O 1.407 1.018 -0.075 0.178 0.030 0.268 -0.494
C 1.175 0.214 0.963 -0.850 -0.047 0.078 0.523
N 0.888 -1.020 0.775 0.517 0.337 -0.128 -0.603
C -0.561 -0.858 0.778 -0.568 0.383 0.439 -0.224
H -1.472 0.828 -0.294 0.056 -0.128 -0.152 0.208
H -1.311 -0.624 -1.309 0.091 0.092 0.120 0.226
H 1.042 -0.250 -1.697 -0.143 0.101 0.036 0.204
H 0.344 1.404 -1.772 0.022 -0.262 0.148 0.203
H 0.734 0.767 1.845 1.001 0.128 -0.192 0.116
H -0.836 -0.165 1.639 -0.434 -0.890 -0.563 0.162
H -1.099 -1.817 0.828 0.200 0.403 -0.027 0.213

=====

14
Properties=species:S:1:pos:R:3:forces:R:3:nbo_charge:R:1 method="wB97M-V/def2-TZVPD" e_homo_ev="-7.2117 / -7.2145" largest_force_ha_per_bohr=0.0770 charge=0 lumo_energy_ev="0.0 / 0.0" energy_ev=-7819.0817
C -0.833 1.643 -0.148 -1.176 -2.101 0.334 0.019
C 0.280 1.940 0.355 1.600 -1.428 -0.989 -0.299
C -1.609 0.579 -0.417 0.087 1.497 -0.969 -0.361
C 1.360 -0.021 -0.031 -1.862 2.201 1.028 0.468
C -1.282 -0.690 0.239 -0.293 0.075 3.947 -0.400
C 0.300 -1.056 0.049 -1.009 -1.468 -2.158 -0.550
N 2.528 0.162 -0.299 1.328 -0.147 0.668 -0.648
H 0.707 2.766 0.842 0.684 0.489 0.768 0.216
H -2.081 0.584 -1.390 -0.266 -0.348 -0.066 0.207
H -1.411 -0.671 1.429 0.218 0.338 -2.404 0.213
H -2.057 -1.443 -0.037 1.397 -0.115 -0.255 0.235
H 0.297 -1.289 -1.109 0.224 -0.668 2.262 0.256
H 0.545 -1.933 0.779 -0.146 1.600 -1.731 0.269
H 3.255 -0.571 -0.262 -0.787 0.072 -0.434 0.374

=====

51
Properties=species:S:1:pos:R:3:forces:R:3:nbo_charge:R:1 method="wB97M-V/def2-TZVPD" e_homo_ev="-11.3565 / -11.3861" largest_force_ha_per_bohr=0.0664 charge=+1 lumo_energy_ev="-3.2 / -3.1" spin_multiplicity=2 energy_ev=-56288.5280
Ti -0.276 -0.164 0.553 0.992 -0.501 -1.415 1.488
C 3.798 -1.595 1.806 -0.052 -0.360 -0.060 -0.262
C 3.779 -2.955 1.511 -2.222 -0.298 -0.200 -0.112
C 2.556 -3.439 0.925 1.059 -0.196 1.012 -0.230
C 1.460 -2.610 0.731 0.922 1.217 0.595 0.191
N 1.495 -1.290 1.164 0.117 -1.519 -1.193 -0.535
C 2.642 -0.824 1.626 0.474 -1.321 0.454 0.075
C 0.181 -3.032 0.164 1.285 -2.002 0.560 -0.020
C 0.082 -4.352 -0.320 -1.366 0.821 -1.608 -0.203
C -1.138 -4.765 -0.897 -0.428 -0.201 0.270 -0.176
C -2.290 -3.978 -0.690 2.889 0.458 0.538 -0.202
C -2.079 -2.696 -0.121 -3.214 -1.024 -0.523 -0.189
C -0.876 -2.167 0.285 -0.792 0.550 -0.209 -0.536
H 4.641 -1.119 2.281 0.147 -0.028 0.035 0.236
H 4.512 -3.698 1.866 -0.113 0.759 -0.545 0.246
H 2.405 -4.519 0.804 0.345 0.623 -0.168 0.234
H 2.621 0.133 2.061 -0.051 1.367 0.144 0.216
H 0.973 -4.928 -0.462 0.163 -0.384 0.024 0.214
H -1.296 -5.690 -1.501 0.641 0.605 0.882 0.229
H -3.221 -4.427 -0.949 -0.746 0.379 -0.199 0.227
H -3.051 -2.187 0.016 0.699 0.315 0.055 0.192
C -2.979 2.990 0.430 -1.218 0.091 -2.215 -0.943
Sb -2.884 0.877 -0.049 -0.205 0.432 0.259 1.024
C -4.453 0.143 1.176 -0.497 1.441 -0.737 -0.941
C -3.848 0.480 -1.902 0.943 0.516 -0.423 -0.961
H -3.991 3.263 0.736 -0.036 -0.130 -0.261 0.243
H -2.652 3.689 -0.397 -0.184 -0.922 1.104 0.238
H -2.397 3.012 1.294 1.368 0.493 1.293 0.238
H -4.043 -0.384 1.969 0.623 -1.224 1.438 0.233
H -5.096 -0.459 0.565 -0.214 -0.479 -0.206 0.235
H -5.056 0.948 1.595 0.126 0.131 -0.135 0.248
H -4.599 -0.277 -1.683 -0.047 0.171 -0.289 0.242
H -3.045 0.073 -2.561 -0.916 0.335 0.224 0.239
H -4.260 1.433 -2.290 0.071 -0.820 0.018 0.250
C 3.519 1.479 -0.958 2.539 0.433 1.357 -0.435
N 2.514 2.525 -0.899 1.169 0.341 -0.564 -0.355
C 3.031 3.907 -1.108 -2.617 -0.609 0.327 -0.405
C 1.256 2.199 -0.732 0.305 0.616 -0.452 0.738
C 0.214 3.205 -0.915 1.860 1.759 -0.742 -0.696
O 0.921 1.004 -0.641 -0.763 -2.236 0.702 -0.750
H 4.255 1.578 -1.790 -1.314 -0.173 -0.156 0.230
H 3.072 0.510 -0.823 -0.011 -0.244 -0.451 0.243
H 4.274 1.608 -0.116 -1.188 -0.069 -0.395 0.212
H 4.059 3.817 -1.152 2.060 0.134 -0.051 0.225
H 2.705 4.520 -0.293 0.182 0.343 0.684 0.225
H 2.638 4.405 -1.989 0.056 -0.387 -0.444 0.218
H -0.030 3.799 -0.063 -0.077 0.227 0.890 0.275
H -0.625 2.680 -1.254 -1.297 -0.300 -0.761 0.238
H 0.698 3.890 -1.651 -1.291 -0.227 0.176 0.238
N -0.065 2.192 2.619 0.172 -0.136 -0.090 -0.365
C -0.050 1.195 2.028 -0.349 1.234 1.450 -0.263

=====

152
Properties=species:S:1:pos:R:3:forces:R:3:lowdin_charge:R:1 method="wB97M-V/def2-TZVPD" smiles="COCCNCCOC.COCCNCCOC.COCCNCCOC.COCCNCCOC.COCCNCCOC.NC(N)=O.NC(N)=O.NC(N)=O.NC(N)=O" e_homo_ev=-8.2000 largest_force_ha_per_bohr=0.1427 charge=0 lumo_energy_ev=0.5 energy_ev=-84759.0622
C -7.862 -6.725 -6.683 -0.001 0.407 2.106 -0.095
O -6.922 -5.756 -6.229 0.322 0.594 -1.140 -0.205
C -5.731 -5.602 -6.989 1.000 -0.571 0.480 -0.205
C -4.524 -6.385 -6.349 -1.362 1.362 -0.287 -0.187
N -4.265 -5.951 -4.972 0.266 -0.809 -0.553 -0.063
C -3.542 -6.939 -4.208 1.642 -0.274 1.860 -0.236
C -2.004 -6.912 -4.462 0.074 1.835 -0.602 -0.159
O -1.166 -5.833 -3.866 -2.382 -0.585 -0.115 -0.206
C -1.703 -4.470 -3.980 1.384 -0.273 0.263 -0.088
H -7.970 -6.833 -7.763 0.306 -0.157 0.122 0.091
H -8.794 -6.404 -6.218 -0.345 0.218 -0.547 0.082
H -7.642 -7.594 -6.064 0.088 -0.926 -0.973 0.084
H -5.547 -4.534 -7.110 0.246 0.115 0.592 0.119
H -5.778 -5.932 -8.027 -0.596 -0.466 -0.096 0.109
H -3.675 -6.221 -7.011 0.282 0.235 0.158 0.107
H -4.734 -7.451 -6.444 -0.229 -0.332 0.308 0.109
H -5.078 -5.618 -4.474 -0.239 -0.244 -0.359 0.113
H -3.821 -7.990 -4.277 -0.413 -0.364 -1.166 0.104
H -3.729 -6.880 -3.136 -0.009 0.968 0.244 0.115
H -1.990 -6.778 -5.543 0.479 0.068 -0.358 0.095
H -1.464 -7.842 -4.280 -0.274 0.075 0.497 0.113
H -2.777 -4.307 -4.066 0.155 -0.687 -0.265 0.063
H -1.142 -4.005 -4.792 -0.438 0.139 -0.419 0.076
H -1.372 -3.909 -3.106 0.078 -0.271 0.270 0.070
C 7.713 -2.099 3.770 0.633 -0.205 -0.777 -0.099
O 6.930 -3.173 3.280 1.459 0.825 0.774 -0.193
C 5.567 -2.926 2.996 0.331 -2.061 -1.262 -0.211
C 5.294 -2.796 1.466 0.817 0.049 1.141 -0.193
N 5.667 -1.461 1.030 -2.209 -0.278 0.510 -0.057
C 5.997 -1.343 -0.374 1.890 0.936 0.378 -0.189
C 6.397 0.125 -0.799 0.185 -0.222 1.201 -0.133
O 7.098 0.891 0.246 0.206 -0.461 -0.418 -0.206
C 8.492 1.199 0.113 -0.249 -0.993 -0.551 -0.116
H 7.302 -1.659 4.678 -0.265 0.477 -0.317 0.092
H 7.961 -1.461 2.921 -0.575 1.015 0.271 0.078
H 8.731 -2.398 4.021 -0.179 -0.918 0.272 0.083
H 5.051 -2.185 3.606 0.257 0.258 0.074 0.122
H 5.307 -3.943 3.290 -1.523 0.085 -0.030 0.099
H 4.277 -3.167 1.342 -0.395 0.584 -0.611 0.092
H 5.973 -3.467 0.939 -0.020 -0.821 0.182 0.114
H 6.302 -1.191 1.767 0.615 1.021 -1.233 0.078
H 5.285 -1.777 -1.076 -1.008 0.594 0.440 0.105
H 6.817 -2.017 -0.622 0.925 -0.093 0.155 0.098
H 5.508 0.732 -0.971 0.104 -0.207 -0.294 0.095
H 7.021 0.024 -1.687 -0.108 0.355 -0.152 0.116
H 9.120 0.312 0.193 0.001 -0.393 0.556 0.071
H 8.787 1.917 0.879 -0.321 -0.068 -0.019 0.082
H 8.813 1.560 -0.864 -0.618 0.566 -0.278 0.077
C 1.945 -3.647 -3.955 -0.503 -1.847 -0.847 -0.141
O 1.310 -2.695 -3.171 0.589 -0.481 0.563 -0.184
C 2.038 -2.613 -1.954 -0.289 1.569 0.681 -0.198
C 1.232 -1.662 -1.011 1.095 -3.163 -1.143 -0.184
N 1.011 -0.481 -1.750 -1.530 1.507 -0.729 -0.082
C -0.020 0.365 -1.113 0.580 0.457 1.000 -0.165
C -1.462 -0.146 -1.146 -0.788 -0.265 0.449 -0.214
O -1.752 -0.838 -2.333 0.272 -0.649 -1.694 -0.203
C -3.113 -0.873 -2.757 0.449 -0.732 0.324 -0.082
H 1.384 -3.776 -4.880 0.421 0.520 -0.299 0.090
H 1.901 -4.656 -3.545 -0.515 -0.242 0.692 0.086
H 3.028 -3.581 -4.063 0.163 1.077 -0.435 0.088
H 2.991 -2.149 -2.208 0.445 0.073 0.192 0.099
H 2.239 -3.573 -1.480 -0.325 -0.208 -0.059 0.120
H 1.814 -1.625 -0.091 -0.443 0.495 0.154 0.110
H 0.297 -2.220 -0.971 -0.280 -0.080 1.141 0.127
H 0.553 -0.856 -2.569 0.070 0.310 -0.765 0.101
H 0.007 1.425 -1.364 0.157 -0.115 -1.160 0.105
H 0.372 0.478 -0.103 -0.708 -0.313 0.466 0.093
H -2.185 0.665 -1.056 0.265 0.347 0.333 0.103
H -1.668 -0.845 -0.336 0.096 0.068 0.454 0.119
H -3.406 0.080 -3.197 -0.363 0.086 0.402 0.083
H -3.746 -1.318 -1.989 -0.322 0.953 0.721 0.089
H -3.308 -1.647 -3.499 0.978 0.132 -0.611 0.077
C -5.046 7.407 4.921 0.197 0.420 1.824 -0.125
O -4.253 7.298 3.783 -1.870 -1.540 -1.401 -0.168
C -3.321 8.293 3.725 1.325 2.353 -0.679 -0.259
C -2.814 8.718 2.301 0.913 -2.215 1.508 -0.177
N -2.024 7.607 1.726 -1.278 0.100 -0.637 -0.062
C -2.310 7.585 0.277 0.321 0.732 1.133 -0.233
C -1.506 6.525 -0.388 -0.098 0.013 -0.663 -0.230
O -2.151 5.257 -0.364 -0.676 2.306 2.098 -0.200
C -1.603 4.189 -1.049 0.112 0.776 -0.500 -0.117
H -5.458 8.410 5.031 -0.157 0.172 -0.183 0.087
H -4.429 7.247 5.805 0.473 0.229 0.333 0.082
H -5.846 6.701 5.140 -0.018 -0.382 -1.385 0.090
H -2.524 7.987 4.403 0.664 0.412 -0.100 0.123
H -3.726 9.248 4.061 -0.277 0.089 0.685 0.111
H -2.061 9.500 2.393 -0.643 0.619 0.240 0.117
H -3.662 8.984 1.670 -0.113 0.250 0.066 0.110
H -2.456 6.759 2.064 0.037 -0.386 0.240 0.085
H -1.964 8.542 -0.113 0.198 0.149 -0.087 0.119
H -3.388 7.617 0.123 -0.197 -0.630 -0.433 0.120
H -0.543 6.611 0.116 0.288 -0.853 0.193 0.126
H -1.309 6.961 -1.367 -0.114 -0.898 -0.883 0.117
H -2.359 3.415 -0.918 0.508 -0.341 -0.446 0.087
H -0.627 3.914 -0.647 0.071 -0.328 -0.064 0.087
H -1.523 4.621 -2.046 0.354 -1.130 -0.762 0.090
C -0.436 4.782 5.676 1.064 -1.024 1.538 -0.061
O 0.207 3.471 5.670 -0.880 -0.278 -0.432 -0.242
C 0.545 2.950 6.982 1.115 1.781 -0.150 -0.207
C 1.695 1.980 6.845 -1.568 -0.586 0.051 -0.202
N 1.164 0.760 6.180 1.776 0.746 1.263 -0.032
C 2.241 0.104 5.398 -1.858 0.320 0.023 -0.207
C 1.643 -1.031 4.654 -0.649 -0.137 -2.029 -0.172
O 0.635 -0.546 3.655 2.232 -2.142 2.454 -0.241
C 0.958 -0.922 2.324 -1.162 1.710 0.184 -0.094
H 0.268 5.423 6.205 -0.271 0.374 0.253 0.087
H -1.356 4.647 6.245 -0.240 0.576 -0.217 0.100
H -0.563 5.249 4.699 -0.021 -0.655 -0.146 0.082
H -0.186 2.501 7.655 -1.041 -0.137 -0.847 0.129
H 0.858 3.842 7.524 0.405 0.014 0.364 0.111
H 1.931 1.722 7.877 0.768 0.080 -0.024 0.117
H 2.498 2.457 6.283 0.296 -0.091 0.150 0.118
H 0.357 1.109 5.682 0.263 -0.852 -0.997 0.077
H 3.014 -0.415 5.965 -0.008 0.612 0.915 0.123
H 2.719 0.851 4.764 0.225 -0.178 -0.424 0.123
H 1.247 -1.807 5.309 -0.676 0.396 0.198 0.122
H 2.455 -1.566 4.161 0.025 0.107 -0.672 0.099
H 0.252 -0.224 1.873 0.026 -0.496 -1.330 0.061
H 0.704 -1.945 2.048 0.422 -0.075 0.140 0.084
H 1.949 -0.546 2.069 0.283 -0.591 -0.170 0.104
N -0.793 1.729 3.451 1.803 -4.361 1.077 0.176
C -1.389 2.238 2.424 -0.349 1.752 -1.454 -0.666
N -1.550 3.525 2.829 -2.282 2.486 -2.706 0.151
O -1.658 1.753 1.305 0.144 0.584 1.770 0.022
H -0.289 0.888 3.208 0.204 0.024 1.311 0.066
H -0.494 2.373 4.169 0.478 -0.809 0.086 0.074
H -1.306 3.833 3.760 -0.644 -0.101 -0.659 0.048
H -2.263 3.967 2.267 0.145 0.926 0.437 0.101
N -5.637 2.634 -3.950 -0.153 0.163 0.366 0.146
C -5.696 2.268 -5.272 3.066 -6.117 1.936 -0.737
N -6.107 3.271 -5.918 -2.723 4.890 -4.746 0.144
O -5.372 1.189 -5.807 -0.551 1.331 1.217 0.005
H -5.395 2.053 -3.160 -0.300 -0.014 -0.443 0.104
H -6.363 3.336 -3.936 0.284 -0.244 2.030 0.086
H -6.516 3.101 -6.825 0.345 0.223 0.044 0.134
H -6.252 4.176 -5.493 0.054 -0.248 -0.362 0.120
N 0.555 -5.311 2.810 -2.880 -0.929 0.540 0.140
C 1.707 -4.821 2.390 -1.937 1.092 -3.042 -0.747
N 2.594 -5.059 3.313 2.881 0.097 1.011 0.186
O 1.716 -4.254 1.296 1.570 0.380 0.416 0.014
H -0.250 -5.027 2.271 -0.088 -0.648 0.412 0.125
H 0.589 -5.959 3.584 -1.204 0.132 -0.444 0.102
H 2.138 -5.518 4.088 1.760 0.335 0.444 0.111
H 3.555 -4.787 3.166 -0.139 -0.390 0.634 0.090
N 3.613 0.519 -3.522 1.223 -3.302 -4.139 0.172
C 3.756 1.554 -2.732 -1.710 0.359 1.228 -0.838
N 2.772 1.618 -1.861 -0.424 1.046 1.391 0.167
O 4.614 2.372 -2.792 3.157 2.205 -0.772 0.044
H 2.979 -0.266 -3.501 -0.307 0.613 0.665 0.088
H 4.161 0.535 -4.370 0.128 0.021 0.269 0.112
H 2.913 2.347 -1.177 -0.701 -0.473 0.173 0.121
H 2.134 0.841 -1.959 -0.895 -0.021 1.255 0.033

=====

19
Properties=species:S:1:pos:R:3:forces:R:3:nbo_charge:R:1 method="wB97M-V/def2-TZVPD" smiles=CCN.O.O.O e_homo_ev=-9.3294 largest_force_ha_per_bohr=0.0125 charge=0 lumo_energy_ev=0.5 energy_ev=-9917.3635
C 0.808 -0.862 2.424 -0.462 -0.443 -0.039 -0.625
C 1.424 0.262 1.598 -0.313 0.257 -0.223 -0.226
N 0.729 0.482 0.314 0.104 -0.379 -0.034 -0.876
H -0.144 -1.180 1.986 0.121 0.125 -0.104 0.212
H 1.415 -1.765 2.500 0.155 0.112 -0.045 0.211
H 0.562 -0.527 3.427 0.155 -0.002 0.220 0.204
H 1.384 1.158 2.206 0.035 0.386 0.086 0.172
H 2.480 0.105 1.395 0.082 -0.269 -0.008 0.189
H 0.075 1.253 0.338 -0.016 0.014 0.019 0.384
H 1.395 0.684 -0.416 -0.001 0.091 -0.019 0.359
O -1.395 2.326 -1.210 -0.121 -0.076 0.002 -0.969
H -1.077 2.617 -2.070 -0.007 0.054 0.034 0.468
H -2.064 1.654 -1.427 0.204 0.079 -0.077 0.490
O 0.990 -2.103 -1.619 -0.322 0.130 -0.145 -0.944
H 0.354 -1.583 -1.107 0.336 0.061 0.277 0.477
H 1.110 -1.579 -2.417 0.105 -0.097 -0.028 0.461
O -2.733 -0.048 -2.270 -0.138 -0.129 0.467 -0.944
H -1.942 -0.557 -2.052 0.026 0.017 -0.103 0.478
H -3.372 -0.338 -1.601 0.059 0.067 -0.280 0.478